Molecular formula: C5H14AgBO4PS
Method: DFT, ωB97M-V/def2-TZVPD

```
27
Properties=species:S:1:pos:R:3:forces:R:3:nbo_charge:R:1
C -1.74961 -1.57971 -1.85709 -0.126 -0.052 0.193 -1.1210
B -0.57953 -0.71660 -2.51298 -1.001 -0.146 0.033 0.7780
O 0.08306 -1.21571 -3.53438 1.564 -0.380 0.281 -0.8517
P 0.03640 1.06837 -1.99618 0.015 0.115 0.810 0.8656
C -0.72182 1.92545 -0.58261 -0.481 0.094 -0.571 -0.7324
C -1.08267 1.02643 0.60083 0.715 -0.096 0.170 -0.3963
C -0.02163 -0.02302 0.95617 -0.771 -0.065 0.315 -0.4368
C 0.77281 0.23807 2.23037 0.045 -0.051 -0.273 -0.7053
S 2.50855 -0.09183 1.93466 -0.007 0.707 -0.066 2.4049
O 2.91447 -1.15501 2.73469 0.606 -1.381 1.425 -0.8868
O 2.69072 -0.20690 0.53039 -0.021 0.329 -1.527 -0.9737
O 3.24603 1.20607 2.43204 -0.475 0.331 0.188 -0.8414
H -2.59504 -0.99012 -1.48396 0.146 0.399 0.163 0.2473
H -2.11134 -2.22239 -2.65242 -0.006 -0.100 -0.429 0.2910
H -1.26974 -2.23241 -1.09933 0.306 0.264 0.120 0.2383
H 0.60714 -2.01277 -3.31129 -0.383 -0.017 -0.859 0.5532
H 1.39609 0.88220 -1.68677 0.110 0.116 -0.312 0.0828
H -1.62534 2.40138 -0.94289 -0.257 0.222 -0.213 0.2828
H -0.06453 2.73789 -0.31456 0.441 0.188 0.122 0.2812
H -2.04757 0.56483 0.46299 -0.338 -0.133 -0.302 0.2058
H -1.21208 1.69305 1.43941 -0.183 0.290 0.302 0.2565
H -0.54118 -0.95796 1.11060 -0.104 -0.453 -0.005 0.2042
H 0.68529 -0.20342 0.15367 0.043 0.030 -0.180 0.2342
H 0.64428 1.22003 2.65648 -0.006 0.516 -0.087 0.2477
H 0.46940 -0.44359 3.00550 0.079 -0.304 0.373 0.2791
H 2.75107 1.99183 2.13886 0.524 -0.017 0.047 0.5012
Ag -3.18321 -2.90414 -0.41219 -0.435 -0.406 0.284 0.9916
```
Positions in Å, forces in eV/Å.

The gap between HOMO and LUMO (spin up / spin down) comes out at 0.271 / 0.222 Eh. The largest force on an atom is 0.04034 hartree/bohr. Its spin multiplicity is 2. The charge is +2. Its expectation value of S² is 0.753.

Molecular formula: C5H14AsGeKS4Se
Method: DFT, ωB97M-V/def2-TZVPD

```
27
Properties=species:S:1:pos:R:3:forces:R:3:nbo_charge:R:1
K -6.34039 0.22762 2.65574 0.291 -0.108 -0.922 0.8968
S -6.73210 -0.02134 -0.62897 -0.309 0.976 0.038 -1.0279
As -4.62328 0.71048 -0.22147 -2.363 -1.214 -0.740 0.9336
S -4.20826 -1.19143 0.70500 1.513 -0.341 1.138 -0.9643
S -4.81332 2.38233 1.13659 0.412 0.392 0.484 -0.9648
S -3.64438 1.09120 -2.06253 0.582 0.260 -0.057 -0.8431
C 2.94402 -1.72581 1.15616 0.718 1.200 0.900 -1.0829
Ge 2.06684 -0.56433 -0.23687 0.185 0.281 0.967 1.6207
C 0.42238 -1.45463 -0.75281 -1.297 -0.149 1.414 -1.1223
C 3.31537 -0.36324 -1.73525 -1.121 0.746 -0.344 -1.1004
C 1.83966 1.28646 0.46414 0.216 0.493 0.210 -1.0428
Se 0.35103 1.42812 1.79713 0.488 0.136 -0.885 0.2229
C -1.04653 1.57531 0.45663 -1.495 -0.793 0.648 -0.7883
H 2.65003 -2.74796 1.11714 -0.589 -0.862 -0.212 0.2191
H 2.74185 -1.38152 2.20485 -0.113 -0.120 -0.924 0.2309
H 4.04979 -1.76140 1.09512 -0.386 0.300 -0.265 0.2051
H 0.67592 -2.35950 -1.27550 0.161 -0.599 -0.165 0.2159
H -0.33105 -0.94948 -1.35274 0.296 0.411 -0.233 0.2733
H -0.18468 -1.72969 0.17521 0.957 0.235 -1.013 0.2730
H 3.32092 -1.29433 -2.29358 0.136 0.069 -0.355 0.2195
H 4.30601 -0.11964 -1.37597 0.233 0.140 -0.047 0.2155
H 2.86348 0.49161 -2.32573 0.802 -1.049 0.316 0.2299
H 1.70757 2.01321 -0.38430 -0.218 -0.647 0.816 0.2284
H 2.73434 1.65526 1.01534 -0.353 -0.485 -0.395 0.2189
H -0.95710 0.76391 -0.27744 -0.222 0.299 0.446 0.2333
H -1.06526 2.51802 -0.04667 0.371 0.650 -0.250 0.2176
H -2.04286 1.52076 0.99078 1.106 -0.223 -0.569 0.2823
```
Positions in Å, forces in eV/Å.

The gap between HOMO and LUMO comes out at 0.100 Eh. Its energy relative to the best compared isomer or geometry (same formula, charge and spin) is 0.3347 eV. The largest force on an atom is 0.05363 hartree/bohr. The charge is -2.

Molecular formula: C5H14AuN3O2S
Method: DFT, ωB97M-V/def2-TZVPD

```
26
Properties=species:S:1:pos:R:3:forces:R:3:nbo_charge:R:1
Au -0.69616 1.32157 0.00703 -0.253 0.148 0.033 1.4212
N -1.16128 -0.34298 -1.38416 0.087 -0.007 0.054 -0.7887
C 0.13535 -0.78551 -1.94403 0.015 -0.036 0.021 -0.2545
C 1.06639 0.38014 -2.30137 -0.079 0.081 0.019 -0.2577
N 1.34689 1.23276 -1.13208 0.049 -0.021 -0.023 -0.8356
H -1.63391 -1.09172 -0.88723 -0.015 -0.003 0.011 0.4266
H -1.77031 -0.00337 -2.12646 -0.044 0.042 -0.011 0.4439
H -0.04969 -1.36426 -2.85000 0.005 -0.001 -0.003 0.2636
H 0.60789 -1.44269 -1.21481 0.031 -0.010 0.003 0.2142
H 0.60923 0.99588 -3.07704 0.048 -0.039 0.045 0.2340
H 1.98713 -0.04321 -2.70183 0.003 -0.010 -0.021 0.2528
H 1.64897 2.16401 -1.40076 -0.024 0.011 -0.024 0.4271
H 2.07345 0.83932 -0.54041 0.024 0.011 -0.003 0.4125
C 0.55789 -0.28152 3.90191 0.017 0.017 -0.012 -0.7358
C 0.07628 -0.47449 2.51429 -0.120 -0.028 0.036 0.7185
C -0.29085 -1.81810 1.99157 -0.004 0.001 0.008 -0.7380
O -0.03774 0.54570 1.80523 0.214 -0.037 -0.094 -0.6803
H 0.75583 -1.22027 4.40816 0.001 -0.004 0.000 0.2643
H -0.20963 0.27436 4.45108 -0.016 -0.019 0.007 0.2981
H 1.44665 0.35225 3.89592 -0.012 0.008 0.005 0.2853
H -0.07224 -2.60891 2.70173 0.006 -0.005 -0.004 0.2803
H 0.25238 -2.01072 1.06457 -0.008 -0.006 -0.032 0.2462
H -1.36435 -1.82963 1.77966 -0.005 0.013 -0.003 0.2704
O -1.90000 1.65700 -3.34825 -0.003 0.002 -0.007 -0.8494
S -1.96865 2.83330 -2.50899 -0.022 0.005 -0.008 1.5728
N -1.40952 2.72109 -1.10374 0.105 -0.112 0.002 -0.8917
```
Positions in Å, forces in eV/Å.

The gap between HOMO and LUMO (spin up / spin down) comes out at 0.254 / 0.254 Eh. Its energy relative to the best compared isomer or geometry (same formula, charge and spin) is 0.2434 eV. The largest force on an atom is 0.00573 hartree/bohr. The charge is +2.

Molecular formula: C5H14B2FO5Tl
Method: DFT, ωB97M-V/def2-TZVPD

```
28
Properties=species:S:1:pos:R:3:forces:R:3:mulliken_charge:R:1
Tl 1.35301 1.58457 0.19720 -0.661 -0.267 -0.041 0.8704
B 4.23690 2.18660 0.24251 -0.202 0.761 3.181 0.2614
H 5.24526 2.60347 -0.22000 -0.054 0.337 -1.430 -0.0251
H 4.40444 1.25466 0.94007 -0.257 -0.529 0.144 -0.0979
H 3.61904 3.02867 0.80540 -0.021 0.607 0.373 -0.1948
H 3.60976 1.72343 -0.76618 -0.777 -1.478 -2.390 -0.1786
B 2.99382 -0.37695 -1.39611 0.683 -1.155 1.251 0.2605
H 3.49724 -1.34973 -1.83617 0.382 -0.530 -0.159 -0.1099
H 3.52439 0.49072 -2.08412 -0.159 1.544 -0.620 0.0561
H 1.79763 -0.34609 -1.53671 -0.919 1.353 -0.418 -0.1831
H 3.31941 -0.13104 -0.29573 -0.074 -0.572 0.656 -0.1333
C -3.03448 2.47381 1.77777 -1.282 -0.083 -0.179 -1.0411
C -1.68005 2.23057 1.13673 0.851 0.190 0.610 0.9609
O -1.19697 3.07265 0.36729 0.425 0.321 -0.546 -0.6877
O -1.09528 1.17974 1.50557 1.003 -0.396 -0.145 -0.6324
H -3.46232 1.54650 2.15218 0.117 -0.103 -0.140 0.2885
H -3.71361 2.90670 1.04203 0.089 -0.102 -0.124 0.3268
H -3.07694 3.16682 2.61732 0.782 0.103 -0.051 0.2814
C -2.07832 -3.50299 -1.10580 -1.149 1.314 -1.262 -0.3843
C -2.93662 -2.76100 -0.09298 1.548 -0.401 0.741 0.2472
O -1.83763 -2.20052 0.66995 -0.716 0.762 0.141 -0.3050
C -0.94817 -1.77250 -0.25095 0.935 -0.812 0.807 0.5367
O -0.04302 -1.03460 -0.03101 -0.118 0.350 -0.221 -0.3942
O -1.12950 -2.44958 -1.39830 0.066 -0.390 0.024 -0.3134
F -3.63911 -3.56858 0.71129 -0.200 0.018 0.026 -0.2655
H -2.58724 -3.66373 -2.05267 -0.006 -0.508 0.100 0.2851
H -1.62228 -4.38775 -0.67024 0.092 0.021 -0.015 0.2685
H -3.51936 -1.90386 -0.42831 -0.378 -0.355 -0.314 0.3032
```
Positions in Å, forces in eV/Å.

The gap between HOMO and LUMO comes out at 0.157 Eh. Its energy relative to the best compared isomer or geometry (same formula, charge and spin) is 0.0000 eV. The largest force on an atom is 0.06373 hartree/bohr.